Entry 1:
ORCA calculation (wB97M-V/def2-TZVPD) on a molecular structure, C39H43N9PdS2Sb.

HOMO: -9.92 eV
E: -3169.16578 Ha
ΔE to the lowest compared entry with this formula, charge and spin: 0.0 kcal per mole
HOMO-LUMO gap: 7.6 eV

```
! RIJCOSX wB97M-V def2-TZVPD def2/J DEFGRID3
* xyz 1 1
N 1.82 2.84 -4.19
H -1.21 1.61 3.90
C 0.81 0.25 -4.42
H 6.62 0.51 -0.73
C -3.25 -1.17 1.16
H -5.16 -0.45 1.81
H -2.22 6.15 1.03
N 0.99 1.23 4.82
H 1.16 3.22 -6.11
H -4.26 1.86 -2.31
C 2.03 -5.62 0.75
C 4.57 0.89 -0.24
C -2.74 -1.66 3.85
H 0.16 0.89 -6.37
C -2.01 1.59 0.16
H 5.52 0.59 3.42
H -2.14 1.05 -3.13
C -1.69 -3.15 -3.96
S 1.07 -0.84 -0.43
C -1.31 2.92 0.41
C 2.92 1.13 3.00
H 0.25 6.40 1.12
C -3.78 2.19 -1.39
H -2.54 -1.84 4.90
H 1.61 -0.37 -4.85
H -0.76 1.82 2.26
C -1.68 1.43 -2.22
N 2.60 1.08 6.44
H -3.19 3.93 0.63
C -3.63 -3.72 -2.67
H -1.42 -4.59 2.15
N 3.30 1.07 4.26
H 1.80 -7.38 1.95
H 4.23 0.99 -1.27
N 1.27 0.86 -3.18
C -2.11 4.05 0.64
C -0.19 5.43 0.93
H 7.29 0.30 1.67
H -3.48 -3.43 -0.56
N -0.56 1.41 3.16
C 0.72 1.31 3.52
H 2.37 1.94 -6.01
H -0.02 -2.38 -2.85
H -0.40 -6.70 2.85
H -1.29 0.79 0.34
C 5.30 0.67 2.37
C 5.90 0.62 0.07
H -2.81 1.48 0.90
C 2.28 1.13 5.14
C 1.46 -4.42 0.35
C -4.22 -0.88 2.12
N 1.66 1.26 2.54
S 2.19 2.84 -1.61
C -2.98 -3.33 -1.51
H 1.99 -3.77 -0.33
C -1.77 -1.95 2.90
H -4.64 -4.10 -2.62
H -0.02 -0.41 -4.17
C -2.99 -3.62 -3.90
C 0.38 1.33 -5.40
N -2.63 1.36 -1.13
C -2.04 -1.71 1.55
H 3.57 1.08 6.70
H -3.50 -3.92 -4.80
H 1.21 0.32 -2.32
H 2.99 -5.92 0.35
C -1.57 5.29 0.88
C 1.71 2.10 -3.08
H -3.53 3.26 -1.51
C 0.07 3.06 0.50
H -4.50 2.10 -0.58
H -1.32 2.46 -2.42
H -1.18 -3.10 -4.92
C -3.96 -1.13 3.45
Sb -0.61 -2.26 0.13
Pd 1.52 1.72 0.39
N 3.64 1.05 0.69
C -0.45 -4.86 1.76
H -4.72 -0.92 4.20
H -0.81 0.82 -1.98
C -1.68 -2.84 -1.58
H -3.44 -0.93 0.12
C -1.03 -2.75 -2.81
H 1.70 4.43 0.84
C 1.36 -6.44 1.65
C 4.00 0.94 1.98
C 0.22 -4.04 0.86
H 1.88 1.19 7.13
C 0.12 -6.06 2.15
C 0.62 4.33 0.76
H -0.53 1.81 -5.03
H -0.82 -2.34 3.21
C 1.49 2.36 -5.53
H 2.18 3.77 -4.06
C 6.27 0.51 1.39
*
```

Entry 2:
ORCA calculation (wB97M-V/def2-TZVPD) on a molecular structure, C4H9NO.

HOMO: -6.09 eV
E: -287.63122 Ha
ΔE to the lowest compared entry with this formula, charge and spin: 126.3 kcal per mole
HOMO-LUMO gap: 6.5 eV

```
! RIJCOSX wB97M-V def2-TZVPD def2/J DEFGRID3
* xyz 0 1
H -1.12 1.93 -0.34
H 1.69 1.50 -0.45
O 1.64 -0.54 1.25
H 0.83 -1.44 -0.46
H 1.28 0.49 -1.92
H 2.53 -0.83 1.02
C 0.87 -0.48 0.05
H -1.20 0.67 -1.43
C -1.74 -0.89 0.59
C -0.63 -0.03 0.51
H -0.49 0.58 1.40
H -2.25 -1.07 1.52
C 1.16 0.65 -0.86
N -0.67 1.07 -0.67
H -1.92 -1.61 -0.20
*
```

Entry 3:
ORCA calculation (wB97M-V/def2-TZVPD) on C6H16N2 in the gas phase.

HOMO: -8.72 eV
E: -347.70745 Ha
ΔE to the lowest compared entry with this formula, charge and spin: 10.9 kcal per mole
HOMO-LUMO gap: 9.6 eV

```
! RIJCOSX wB97M-V def2-TZVPD def2/J DEFGRID3
* xyz 0 1
H 1.20 -1.72 1.21
C -0.72 0.11 -0.01
H -1.30 -0.91 -1.87
H 1.55 0.69 1.65
N 1.13 0.16 -1.67
N -1.06 1.61 -0.53
C -1.61 -0.84 -0.82
H -0.64 0.86 2.04
H -2.06 1.69 -0.72
C 0.80 -0.03 -0.27
H -2.21 0.23 1.56
H 2.03 0.59 -1.80
H 2.13 -1.85 -0.28
H 0.49 -2.39 -0.26
H 1.47 1.94 0.39
C 1.69 0.88 0.59
H -0.89 2.28 0.21
C 1.14 -1.60 0.13
H -1.61 -1.85 -0.40
H -2.65 -0.50 -0.81
H -0.91 -0.89 1.93
H 2.75 0.71 0.36
H 0.42 0.76 -2.10
C -1.13 0.07 1.47
*
```

Question: Look up the HOMO-LUMO gap of the third one.
Answer: 9.6 eV